1.
{"formula": "C18H36AlBrCsN4O10S", "method": "wB97M-V/def2-TZVPD", "total_energy_ha": -4912.8576, "multiplicity": 1, "charge": 1, "gap_ev": 0.07, "symbols": ["C", "C", "N", "N", "C", "C", "C", "C", "O", "C", "C", "O", "C", "S", "C", "C", "C", "C", "N", "C", "O", "O", "H", "H", "H", "H", "H", "H", "H", "H", "H", "H", "H", "H", "H", "H", "H", "H", "H", "H", "H", "H", "H", "H", "H", "H", "H", "H", "H", "H", "C", "C", "O", "C", "O", "O", "C", "H", "H", "H", "H", "H", "H", "H", "H", "Cs", "Al", "N", "O", "O", "O", "Br"], "xyz": [[0.17534, 2.03379, 0.48186], [0.08653, 0.65330, 1.14600], [-0.77840, -0.26425, 0.38581], [-0.62049, -1.56945, 0.91265], [-1.71056, -2.02937, 1.76621], [-2.96290, -2.56245, 1.05060], [-4.00040, -1.49150, 0.64846], [-5.22490, -1.64077, 1.55773], [-6.33279, -0.84473, 1.13659], [-6.97601, -1.35801, 0.04346], [-6.77650, -0.59107, -1.25234], [-7.68406, -2.32271, 0.08564], [-0.13308, -2.52021, -0.07401], [-0.09633, -4.26348, 0.58912], [1.43882, -2.15574, -0.33851], [2.20168, -3.16789, -1.30489], [2.98731, -2.41149, -2.47280], [2.69235, -2.94603, -3.94731], [1.27666, -2.95876, -4.32083], [-0.83224, -2.43327, -1.53346], [-0.74301, -1.46217, -2.27150], [-1.52667, -3.46873, -2.02409], [-0.02941, 2.80909, 1.21694], [1.18466, 2.24176, 0.12892], [-0.48435, 2.10137, -0.37813], [1.08737, 0.23568, 1.19816], [-0.23683, 0.72336, 2.18935], [-1.71365, 0.08663, 0.54991], [-1.39677, -2.75549, 2.50762], [-2.03096, -1.16537, 2.35284], [-3.46195, -3.22383, 1.76279], [-2.75414, -3.17576, 0.17708], [-3.66090, -0.46630, 0.77871], [-4.35390, -1.68633, -0.35991], [-5.54385, -2.68552, 1.55650], [-4.98755, -1.39196, 2.58852], [-7.74443, -0.22057, -1.57254], [-6.34018, -1.24773, -1.99510], [-6.13598, 0.26315, -1.05937], [-1.19287, -4.94977, 0.09588], [1.91836, -2.11458, 0.63801], [1.47298, -1.14443, -0.74027], [2.97733, -3.75178, -0.72808], [1.49775, -3.90915, -1.80710], [2.78783, -1.31531, -2.42302], [4.08691, -2.55769, -2.31405], [3.13404, -3.92116, -4.12977], [3.17734, -2.25251, -4.63018], [0.73485, -3.65498, -3.84146], [0.84920, -2.04836, -4.24088], [3.37477, 6.73760, 4.68822], [2.87359, 5.44004, 4.09705], [1.65452, 5.62234, 3.31354], [1.73915, 6.13256, 2.12997], [2.80392, 6.48247, 1.54763], [0.54433, 6.23233, 1.62599], [0.48638, 6.87834, 0.33061], [2.58992, 7.22131, 5.26992], [4.22996, 6.54859, 5.33413], [3.68230, 7.44036, 3.91885], [2.60130, 4.75856, 4.89747], [3.63101, 4.94511, 3.49170], [1.15126, 6.39136, -0.37765], [0.73542, 7.93284, 0.43099], [-0.53538, 6.78759, -0.01954], [0.63688, -5.33189, -1.87912], [4.10005, -0.45380, -1.83509], [5.75282, -4.34301, -4.05573], [5.94419, -3.57965, -5.00924], [5.77600, -3.89449, -2.87840], [5.52542, -5.54300, -4.25420], [3.40090, 8.54703, 1.44710]]}

=====

2.
{"formula": "C3H6Cl2S", "method": "wB97M-V/def2-TZVPD", "total_energy_ha": -1436.3693, "relative_energy_kj_mol": 260.8, "multiplicity": 1, "charge": 0, "gap_ev": 9.20, "symbols": ["C", "C", "C", "H", "H", "H", "H", "H", "H", "S", "Cl", "Cl"], "xyz": [[-0.06153, 0.37217, -0.04919], [1.23621, -0.50252, -0.45052], [-0.92116, -0.25946, 0.94836], [-0.57607, 2.78882, -0.95970], [0.34388, 1.34644, 0.43714], [2.03350, -0.07198, -1.03013], [1.83367, -0.77921, 0.50064], [-0.08628, -1.02972, 1.45927], [-1.42203, 0.37769, 1.61899], [-0.96303, 1.19057, -1.40730], [0.48318, -1.88666, -1.18115], [-1.90033, -1.54614, 0.11357]]}

=====

3.
{"formula": "C4HN4P", "method": "wB97M-V/def2-TZVPD", "total_energy_ha": -713.2092, "multiplicity": 3, "charge": 0, "gap_ev": [6.37, 8.71], "symbols": ["C", "C", "C", "C", "N", "N", "N", "N", "P", "H"], "xyz": [[-3.06713, 0.09502, -1.48950], [-2.19079, 0.86779, 2.39545], [-1.88654, -0.27451, -0.98501], [-1.17955, 0.22443, 1.82342], [-4.12369, 0.43306, -1.83565], [-3.09088, 1.45018, 2.84757], [-0.74935, -0.69964, -1.02430], [-0.12832, -0.27594, 1.49786], [0.39432, -1.13370, 0.12805], [1.26805, -0.10502, -0.25745]]}

=====

4.
{"formula": "C24H26BIrN6OS4", "method": "wB97M-V/def2-TZVPD", "total_energy_ha": -3055.6918, "relative_energy_kj_mol": 38.9, "multiplicity": 2, "charge": 1, "gap_ev": [5.92, 5.37], "symbols": ["Ir", "C", "C", "N", "N", "C", "S", "S", "C", "C", "C", "C", "C", "C", "C", "C", "C", "C", "C", "C", "C", "O", "H", "H", "H", "H", "H", "H", "H", "H", "H", "H", "H", "H", "H", "H", "C", "N", "C", "C", "N", "B", "N", "C", "C", "N", "C", "C", "S", "C", "S", "H", "H", "H", "H", "H", "H", "H", "H", "H", "H", "H", "H"], "xyz": [[-0.07328, 0.94924, -0.82260], [3.05943, -0.30224, -0.04359], [1.66872, -0.64796, 0.35240], [0.87160, 0.39080, 0.85643], [0.09150, 0.02293, 1.91469], [-1.08156, 0.53304, 1.97183], [-1.73937, 1.40875, 0.62881], [-2.02501, 0.39342, 3.44965], [-3.48957, -0.53061, 2.81531], [-3.71878, -1.76859, 3.63230], [-4.61762, -1.75791, 4.69147], [-4.81308, -2.89823, 5.45849], [-4.10873, -4.05703, 5.17178], [-3.20443, -4.07243, 4.11760], [-3.00980, -2.93348, 3.35479], [1.14869, -1.92506, 0.27028], [1.92428, -3.11067, 0.45341], [1.31389, -4.31908, 0.43959], [-0.09026, -4.40888, 0.18264], [-0.85384, -3.31863, -0.08524], [-0.24351, -2.02994, -0.12467], [-0.87409, -1.04305, -0.61482], [3.70166, -0.32342, 0.84423], [3.45104, -0.99322, -0.78464], [3.09063, 0.71112, -0.43390], [-4.35052, 0.13365, 2.84855], [-3.27865, -0.77496, 1.77540], [-5.17275, -0.85464, 4.91579], [-5.51749, -2.88039, 6.27926], [-4.26331, -4.94698, 5.76689], [-2.64965, -4.97458, 3.89391], [-2.29325, -2.94149, 2.54150], [2.97787, -3.02438, 0.68332], [1.87691, -5.21894, 0.64067], [-0.55501, -5.38700, 0.18028], [-1.90413, -3.39959, -0.32913], [2.55905, 3.54746, 1.33736], [3.00228, 3.26278, -0.02184], [4.31217, 3.10742, -0.39951], [4.30231, 2.83642, -1.72652], [2.99912, 2.84589, -2.16354], [2.74821, 2.65852, -3.72159], [1.23436, 2.55955, -4.06563], [0.54752, 3.50264, -4.78893], [-0.71420, 3.05048, -4.98595], [-0.79237, 1.82334, -4.37106], [-1.97700, 0.97799, -4.30351], [0.40024, 1.55609, -3.80991], [0.72436, 0.13984, -2.85138], [2.21862, 3.09994, -1.11443], [0.47610, 3.16801, -1.01208], [3.16204, 2.96600, 2.03081], [1.51707, 3.25996, 1.43682], [2.66817, 4.60857, 1.55336], [5.12244, 3.19649, 0.30182], [5.11415, 2.65327, -2.40731], [3.31180, 1.64484, -4.03509], [3.16866, 3.63565, -4.27637], [1.02338, 4.40833, -5.11702], [-1.54928, 3.47891, -5.50962], [-2.76791, 1.45877, -4.87122], [-2.29585, 0.85246, -3.26986], [-1.76398, 0.00082, -4.73045]]}

=====

5.
{"formula": "AgBH4NO5P", "method": "wB97M-V/def2-TZVPD", "total_energy_ha": -946.4980, "multiplicity": 1, "charge": 0, "gap_ev": 6.82, "symbols": ["O", "N", "O", "B", "P", "O", "O", "O", "H", "H", "H", "H", "Ag"], "xyz": [[3.99907, -0.10395, 0.47655], [3.10193, 0.21937, -0.22436], [1.89379, 0.05107, 0.37585], [0.76317, 0.47643, -0.50271], [-0.78254, -0.25266, 0.37061], [-1.31929, 0.17368, 1.72754], [-2.11180, 0.11490, -0.60113], [-0.83130, -1.84693, 0.30416], [0.56887, 1.67532, -0.56520], [0.76350, -0.02037, -1.61006], [-2.21508, 1.07539, -0.52920], [-0.46785, -2.19614, -0.51951], [-3.36249, 0.63390, 1.29745]]}

=====

6.
{"formula": "C3H5NO2", "method": "wB97M-V/def2-TZVPD", "total_energy_ha": -322.5431, "relative_energy_kj_mol": 81.9, "multiplicity": 1, "charge": 0, "gap_ev": 11.04, "smiles": "CC(=O)NC=O", "symbols": ["C", "C", "O", "N", "C", "O", "H", "H", "H", "H", "H"], "xyz": [[-1.32537, -0.12748, 0.26957], [-0.31365, 0.97669, 0.05089], [-0.53878, 2.14569, 0.19747], [0.94778, 0.51703, -0.51037], [1.52563, -0.61155, 0.06217], [1.79009, -1.62697, -0.53114], [-1.67043, -0.44172, -0.72437], [-2.17518, 0.22848, 0.85027], [-0.88930, -1.01929, 0.72841], [0.88573, 0.42611, -1.52202], [1.76349, -0.46699, 1.12912]]}